{
  "formula": "C26H45AsCsF6NO12S5",
  "method": "wB97M-V/def2-TZVPD",
  "max_force_ev_per_a": 3.297,
  "total_energy_ha": -6821.31749,
  "homo_energy_ev": -9.66,
  "homo_lumo_gap_ev": 8.97,
  "elements": ["Cs", "As", "F", "F", "F", "F", "F", "F", "C", "C", "C", "C", "C", "C", "N", "O", "O", "H", "H", "H", "H", "H", "C", "C", "C", "S", "O", "O", "C", "H", "H", "H", "H", "H", "H", "H", "H", "C", "C", "C", "S", "O", "O", "C", "H", "H", "H", "H", "H", "H", "H", "H", "C", "C", "C", "S", "O", "O", "C", "H", "H", "H", "H", "H", "H", "H", "H", "C", "C", "C", "S", "O", "O", "C", "H", "H", "H", "H", "H", "H", "H", "H", "C", "C", "C", "S", "O", "O", "C", "H", "H", "H", "H", "H", "H", "H", "H"],
  "coordinates": [[-26.99084, 15.96438, 16.96556], [-25.95452, 14.16024, 20.10406], [-25.44889, 14.01889, 18.40671], [-26.87874, 12.57464, 19.92383], [-26.66067, 14.16614, 21.77728], [-25.10144, 15.67728, 20.30483], [-27.50098, 14.94090, 19.71771], [-24.44886, 13.32324, 20.55164], [-29.02362, 12.02192, 22.47284], [-30.23463, 12.42447, 22.98161], [-30.32693, 12.70035, 24.30244], [-29.23349, 12.40625, 25.18163], [-27.97724, 11.99450, 24.70015], [-27.90679, 11.79170, 23.33691], [-29.36617, 12.68214, 26.60178], [-30.45215, 13.10802, 27.07050], [-28.43130, 12.35766, 27.33837], [-28.91984, 11.88440, 21.40667], [-30.98627, 12.81425, 22.31116], [-31.28534, 13.01783, 24.68592], [-27.12769, 11.84797, 25.35068], [-26.98566, 11.47507, 22.87037], [-30.78046, 13.98590, 18.05440], [-31.98354, 14.01436, 17.06015], [-31.50052, 13.75384, 15.56232], [-29.87958, 12.92579, 15.82505], [-28.82571, 13.92610, 15.62699], [-29.88040, 11.58800, 15.26415], [-29.83983, 12.80619, 17.69701], [-31.03884, 14.16332, 19.09836], [-30.35119, 14.94305, 17.75829], [-32.56206, 14.93715, 17.10348], [-32.73474, 13.26791, 17.31827], [-31.24286, 14.68138, 15.05105], [-31.85630, 13.07783, 14.78481], [-28.84382, 12.80345, 18.13980], [-30.35195, 11.87114, 17.92398], [-25.37611, 16.01747, 24.46250], [-26.03364, 15.68548, 25.85391], [-24.96930, 14.98362, 26.61958], [-24.01039, 13.95246, 25.37904], [-24.45374, 12.52955, 25.40369], [-22.64995, 14.38472, 25.51371], [-24.74265, 14.76439, 23.88201], [-24.55739, 16.71637, 24.63377], [-25.97411, 16.39926, 23.63502], [-26.92565, 15.06645, 25.75790], [-26.32857, 16.58714, 26.39068], [-25.30863, 14.40198, 27.47669], [-24.25820, 15.70985, 27.01331], [-25.57523, 14.08298, 23.70711], [-24.05795, 14.88985, 23.04323], [-23.23277, 10.10335, 20.46210], [-22.33428, 10.99041, 21.32216], [-20.90242, 10.67056, 20.99029], [-20.93719, 10.21198, 19.18743], [-20.41219, 8.86696, 19.10523], [-20.31048, 11.25713, 18.37783], [-22.82914, 10.19943, 18.96981], [-24.28082, 10.39647, 20.40079], [-23.06602, 9.05632, 20.71512], [-22.51650, 10.88616, 22.39176], [-22.50972, 12.04476, 21.10848], [-20.83050, 9.74198, 21.55656], [-20.15030, 11.42366, 21.22535], [-23.18780, 9.39563, 18.32688], [-23.17357, 11.13196, 18.52275], [-28.71335, 16.24685, 23.08389], [-30.26804, 16.38226, 23.03972], [-30.53177, 16.67085, 21.58193], [-29.17167, 17.73493, 20.99510], [-29.56231, 19.11492, 21.25456], [-28.69406, 17.36407, 19.61454], [-27.97046, 17.30103, 22.24049], [-28.59153, 15.28426, 22.58722], [-28.29743, 16.17506, 24.08886], [-30.66877, 17.29936, 23.47151], [-30.75902, 15.53589, 23.52003], [-31.42163, 17.29473, 21.49811], [-30.56051, 15.72622, 21.03884], [-27.57516, 18.14377, 22.80761], [-27.14955, 16.74600, 21.78647], [-23.05996, 21.44704, 20.21370], [-22.54715, 19.95719, 20.24038], [-23.84603, 19.07927, 19.90615], [-25.22335, 19.83970, 20.95652], [-25.26602, 19.14139, 22.24196], [-26.47115, 20.07126, 20.27757], [-24.28093, 21.46520, 21.21632], [-23.33691, 21.65905, 19.18101], [-22.24310, 22.12464, 20.46211], [-22.05617, 19.80597, 21.20172], [-21.84126, 19.77696, 19.42961], [-23.78146, 17.99406, 19.98518], [-24.07825, 19.34868, 18.87582], [-23.96953, 21.52981, 22.25889], [-25.00322, 22.25556, 21.01204]],
  "atomic_forces_ev_per_a": [[-0.3, 0.2, 0.1], [-1.0, -2.6, 1.7], [-0.5, 0.4, 0.8], [1.4, 1.5, -0.1], [1.5, 0.2, -1.4], [-0.8, -0.5, -0.2], [1.2, 0.0, -0.7], [-1.6, 0.6, -0.1], [1.6, -0.7, 0.7], [0.7, 1.1, -1.1], [0.5, -0.7, 2.8], [-0.5, 0.9, -1.4], [-1.3, 0.2, -0.1], [-0.9, 0.1, -1.5], [-1.3, -0.5, 2.6], [1.9, -0.5, -1.5], [-0.7, 0.6, -1.0], [0.3, 0.0, 0.0], [-0.4, -0.5, -0.1], [0.2, 0.2, 0.4], [0.0, 0.0, 0.1], [0.1, 0.0, 0.1], [0.2, 1.0, -1.5], [-1.2, -1.4, -0.7], [2.0, 0.0, 1.0], [1.0, 0.0, 2.6], [-0.1, -0.5, -1.0], [0.2, 1.2, -0.2], [-2.2, 0.3, -0.7], [-0.2, -0.7, -0.1], [1.0, 0.0, 0.3], [0.4, 0.2, 0.0], [0.1, -0.4, 0.0], [0.0, 0.1, 0.2], [-1.3, -0.1, 0.7], [0.1, 0.2, -0.4], [0.1, -0.1, 0.1], [0.6, 0.2, 0.0], [-0.3, 0.5, -1.5], [0.9, -0.8, 0.3], [-2.1, -0.6, -0.3], [1.1, 2.4, 0.1], [0.9, -0.6, 0.1], [-0.8, -1.2, 2.1], [-0.1, 0.4, 0.1], [-0.4, 0.4, 0.6], [0.0, -0.1, -0.2], [0.0, 0.1, -0.2], [-0.1, -0.3, -0.3], [0.3, -0.1, -0.2], [0.3, -0.1, -0.7], [0.0, -0.2, 0.3], [-0.2, -0.2, -1.4], [-0.7, 1.7, -0.3], [-0.9, -1.1, -0.4], [0.3, 0.7, -0.4], [-0.4, 0.1, -0.2], [-0.8, -0.8, 0.8], [1.6, 0.6, 1.0], [-0.1, -0.2, 1.0], [-0.5, -0.1, 0.4], [-0.1, -0.2, 0.0], [-0.4, 0.0, -0.1], [1.3, -0.2, -0.4], [-0.1, -0.2, -0.2], [0.5, -0.3, 0.3], [0.4, 0.2, 0.1], [-0.8, -0.5, 0.4], [1.1, 1.9, 0.3], [-0.4, -0.7, -0.5], [1.1, 0.9, -2.0], [-0.1, -1.0, -0.4], [-1.3, 0.6, 2.7], [-0.1, -1.5, 0.4], [0.5, -0.2, 0.1], [-0.1, 0.0, 0.0], [0.4, -0.1, 1.0], [0.0, -0.1, -0.5], [0.0, -0.3, -0.6], [0.0, 0.3, -0.6], [-0.4, 0.2, -0.4], [0.1, 0.5, -0.3], [-0.4, -1.5, 0.5], [-1.5, 0.3, -0.4], [0.4, 1.6, 0.6], [2.0, 0.1, 1.3], [0.1, 0.4, -1.0], [0.5, -0.1, -0.4], [0.1, -0.3, -1.3], [-0.4, 0.2, 0.1], [-0.2, 0.1, 0.3], [-0.3, -0.6, 0.0], [0.1, 0.0, 0.2], [-0.1, 0.2, 0.5], [-0.3, -0.1, 0.0], [0.0, -0.3, -0.1], [0.0, -0.1, 0.0]]
}

***

{
  "formula": "C26H45FN2O3P",
  "method": "wB97M-V/def2-TZVPD",
  "total_charge": 1,
  "max_force_ev_per_a": 5.923,
  "total_energy_ha": -1793.74287,
  "homo_energy_ev": -9.93,
  "homo_lumo_gap_ev": 3.22,
  "elements": ["C", "C", "N", "C", "C", "C", "C", "F", "C", "O", "C", "P", "C", "C", "C", "C", "C", "C", "C", "C", "C", "O", "H", "H", "H", "H", "H", "H", "H", "H", "H", "H", "H", "H", "H", "H", "H", "H", "H", "H", "H", "H", "H", "H", "H", "H", "H", "H", "H", "C", "C", "C", "C", "C", "C", "N", "O", "C", "C", "C", "H", "H", "H", "H", "H", "H", "H", "H", "H", "H", "H", "H", "H", "H", "H", "H", "H", "H"],
  "coordinates": [[5.09341, 1.24738, -1.29946], [4.06813, 0.13914, -1.40635], [3.50367, 0.02625, -2.77647], [2.23930, 0.66514, -2.82638], [1.06783, 0.10149, -2.54339], [0.86941, -1.30839, -2.11672], [-0.05235, -2.04090, -3.09239], [0.30077, -1.30441, -0.83114], [-0.12507, 1.00698, -2.63993], [-1.19929, 0.63440, -3.06461], [0.12447, 2.40376, -2.15410], [-1.17361, 3.21126, -1.13874], [-0.93585, 2.39115, 0.51030], [-2.84786, 2.75429, -1.79126], [-3.65865, 1.77097, -0.93986], [1.29048, 2.98458, -2.44782], [1.66958, 4.36561, -1.98579], [2.31613, 4.28496, -0.58775], [2.48183, 5.17197, -3.01779], [3.99750, 4.94437, -3.00617], [2.22743, 2.12095, -3.25123], [2.88837, 2.51007, -4.18464], [6.01198, 0.99074, -1.81529], [5.35741, 1.43551, -0.26199], [4.69193, 2.17916, -1.68032], [4.47873, -0.80640, -1.06247], [3.26166, 0.38068, -0.71106], [3.38789, -0.94518, -3.01841], [1.79253, -1.86923, -2.04646], [0.03574, -1.57806, -4.06514], [0.23806, -3.08252, -3.19398], [-1.08754, -1.98080, -2.78088], [0.11977, 2.14013, 0.57233], [-1.50382, 1.47143, 0.62216], [-1.15309, 3.08221, 1.31444], [-2.80534, 2.42122, -2.81900], [-3.39995, 3.68874, -1.81028], [-3.56102, 1.95576, 0.12273], [-3.38905, 0.75130, -1.19597], [-4.71002, 1.91546, -1.16871], [0.73092, 4.88937, -1.85792], [2.37657, 3.27144, -0.19934], [3.30938, 4.71860, -0.53600], [1.70140, 4.83184, 0.12234], [2.21883, 6.21990, -2.93692], [2.12600, 4.86314, -3.99506], [4.26671, 4.06220, -2.43993], [4.33729, 4.74279, -4.01477], [4.56096, 5.79658, -2.64226], [-1.72188, -4.98671, 4.34235], [-2.56281, -3.68522, 4.25192], [-3.69759, -3.84157, 3.22588], [-3.23330, -3.83349, 1.76844], [-2.37573, -2.60630, 1.45453], [-1.18646, -2.42836, 2.40902], [-1.69549, -2.50848, 3.84177], [-2.18418, -1.45078, 4.19713], [-0.11491, -3.50090, 2.13308], [-0.49152, -1.10055, 2.13535], [-3.15414, -3.48244, 5.64618], [-2.05249, -5.60177, 5.17437], [-1.80084, -5.60286, 3.44888], [-0.66714, -4.77877, 4.52019], [-4.41975, -3.03012, 3.36748], [-4.22733, -4.76691, 3.44760], [-2.68423, -4.74897, 1.53891], [-4.10800, -3.83540, 1.11699], [-1.98664, -2.67101, 0.43920], [-3.00618, -1.71121, 1.49172], [0.67747, -3.46756, 2.88167], [0.34118, -3.31312, 1.16406], [-0.50730, -4.51427, 2.09668], [-1.17185, -0.24987, 2.17904], [-0.07611, -1.13225, 1.13259], [0.32321, -0.92206, 2.83964], [-2.36952, -3.33403, 6.38947], [-3.71958, -4.36727, 5.92301], [-3.84041, -2.63749, 5.69507]],
  "atomic_forces_ev_per_a": [[0.2, -0.1, 0.2], [0.0, 0.6, 0.2], [-0.4, -0.2, 0.2], [0.6, -0.1, -0.1], [0.0, 0.3, 0.3], [-0.6, -0.3, -1.2], [0.3, -0.3, 0.2], [-0.1, -0.1, 0.3], [0.1, 0.1, -0.1], [0.2, -0.1, 0.3], [-1.1, -0.8, 0.0], [0.3, 1.3, 0.0], [0.1, -0.4, -0.6], [-0.2, -0.2, 0.7], [-0.1, 0.2, -0.6], [0.2, 0.1, -0.1], [0.3, 0.2, -0.1], [-0.2, 0.2, 0.3], [0.1, -0.6, -0.2], [-0.1, 0.1, -0.3], [0.2, 0.2, -0.1], [-0.2, -0.3, 0.4], [0.0, 0.1, -0.3], [0.0, -0.1, 0.2], [0.0, 0.1, -0.3], [0.1, -0.2, -0.3], [-0.2, -0.1, 0.1], [0.1, -0.1, -0.1], [0.4, 0.2, 0.2], [-0.1, 0.0, -0.3], [0.0, -0.2, 0.1], [-0.1, 0.1, 0.0], [0.2, 0.0, 0.1], [-0.1, -0.1, 0.1], [-0.2, 0.1, 0.1], [0.3, -0.1, -0.1], [0.1, 0.3, 0.0], [0.1, -0.1, 0.2], [0.1, -0.2, 0.2], [-0.2, -0.2, -0.1], [-0.3, 0.0, 0.0], [0.1, -0.2, -0.1], [0.1, 0.0, -0.2], [-0.1, 0.1, 0.1], [0.1, 0.2, 0.2], [-0.2, 0.1, -0.2], [0.1, -0.1, 0.2], [0.1, 0.1, -0.2], [0.0, 0.1, 0.3], [0.4, 0.1, -0.3], [0.8, -2.5, 1.8], [-0.1, 0.8, -1.0], [0.2, -0.1, 0.2], [-1.2, -0.3, 0.5], [3.0, -0.5, -1.0], [-5.0, 2.4, -2.0], [2.0, -1.3, 0.6], [-0.2, -0.5, 0.3], [-0.4, 0.6, 0.6], [-0.1, 0.9, 0.0], [-0.2, 0.1, 0.0], [0.1, 0.1, -0.1], [0.0, 0.0, 0.0], [0.1, 0.1, 0.1], [0.2, -0.1, 0.2], [0.0, 0.0, 0.0], [0.0, 0.0, 0.0], [0.3, 0.1, 0.1], [0.1, 0.1, 0.1], [0.0, 0.0, 0.0], [-0.1, 0.2, 0.0], [0.0, 0.0, 0.1], [0.0, -0.1, 0.1], [-0.1, -0.1, 0.1], [0.0, -0.1, 0.0], [0.0, 0.0, 0.0], [0.1, -0.1, -0.1], [0.1, 0.0, 0.0]]
}

***

{
  "formula": "C26H45N3P2Ru",
  "method": "wB97M-V/def2-TZVPD",
  "spin_multiplicity": 5,
  "s2": 6.06,
  "total_charge": 2,
  "max_force_ev_per_a": 3.058,
  "total_energy_ha": -1958.82731,
  "homo_energy_ev": [-13.09, -14.71],
  "homo_lumo_gap_ev": [5.48, 5.34],
  "elements": ["Ru", "C", "C", "C", "C", "C", "C", "H", "H", "H", "C", "H", "H", "H", "C", "H", "H", "H", "C", "H", "H", "H", "C", "H", "H", "H", "C", "C", "C", "C", "C", "C", "C", "C", "H", "H", "H", "H", "H", "H", "H", "H", "H", "H", "H", "H", "P", "C", "H", "H", "H", "C", "H", "H", "H", "C", "H", "H", "H", "P", "C", "H", "H", "H", "C", "H", "H", "H", "C", "H", "H", "H", "N", "C", "N", "C", "N"],
  "coordinates": [[0.12633, -0.06891, 0.20283], [-1.86370, 1.61628, -0.10218], [-2.42155, 0.73714, -1.05956], [-1.89667, -0.54827, 0.80059], [-1.58932, 0.86421, 1.09996], [-2.46524, -0.57137, -0.52904], [-1.79488, 3.09554, -0.20488], [-1.43400, 3.40794, -1.19449], [-1.12694, 3.51674, 0.55771], [-2.78786, 3.54987, -0.05821], [-1.65286, 1.44400, 2.46857], [-1.36416, 2.49843, 2.46125], [-1.01746, 0.90722, 3.17100], [-2.68663, 1.38748, 2.83649], [-2.13077, -1.58918, 1.83929], [-3.20124, -1.64345, 2.08568], [-1.58940, -1.35071, 2.75809], [-1.80913, -2.57568, 1.48962], [-3.12070, -1.73756, -1.15537], [-4.20621, -1.57664, -1.27099], [-2.97782, -2.64542, -0.55816], [-2.71103, -1.92022, -2.15917], [-2.98233, 1.15915, -2.36451], [-3.99395, 1.57712, -2.26472], [-3.04356, 0.31544, -3.05256], [-2.35771, 1.93107, -2.82966], [1.50998, 0.38555, -2.77871], [0.43831, 1.17275, -2.96240], [-0.14825, 1.41489, -4.31815], [-1.04875, 0.28829, -4.89564], [-1.06208, -0.98630, -4.10396], [0.02908, -1.76097, -3.99471], [1.33914, -1.42361, -4.63152], [2.17623, -0.31904, -3.92783], [0.66852, 1.59357, -5.03921], [-0.71421, 0.08181, -5.92869], [-0.73312, 2.34939, -4.29004], [2.45000, 0.42699, -4.69265], [2.02669, 0.32982, -1.81810], [-0.00118, 1.75927, -2.15181], [3.12851, -0.75703, -3.59735], [1.93685, -2.34823, -4.67881], [-0.02874, -2.78100, -3.61278], [1.17501, -1.11536, -5.67631], [-2.07778, 0.66888, -4.99210], [-2.04896, -1.33632, -3.79689], [1.73313, 1.72008, 0.51530], [1.52586, 2.64471, 2.08504], [2.43026, 3.24798, 2.24843], [1.39931, 1.96134, 2.93431], [0.65934, 3.31289, 2.01875], [3.39955, 0.99197, 0.73237], [4.04866, 1.73544, 1.21325], [3.83179, 0.71118, -0.23609], [3.34540, 0.10675, 1.37955], [1.89508, 3.06482, -0.69568], [2.09418, 2.65281, -1.69177], [2.71262, 3.73562, -0.39948], [0.95818, 3.63652, -0.73189], [1.04329, -2.22463, -0.15917], [-0.11896, -3.31404, -1.01438], [0.40900, -4.20142, -1.38591], [-0.55899, -2.76698, -1.85154], [-0.92319, -3.62754, -0.33928], [2.59772, -2.20071, -1.09867], [2.39584, -1.92018, -2.13845], [3.05500, -3.19567, -1.07273], [3.29535, -1.47426, -0.66052], [1.46675, -3.21967, 1.31660], [1.84986, -4.20065, 1.00860], [0.56794, -3.36017, 1.92997], [2.23158, -2.70401, 1.90988], [0.86106, -0.46619, 1.99803], [0.95123, -0.58836, 3.17070], [1.23804, -0.87603, 4.36991], [0.74490, -0.30481, 5.45207], [0.35254, 0.15197, 6.46227]],
  "atomic_forces_ev_per_a": [[1.1, -0.9, 1.0], [-0.2, -0.1, 0.4], [0.7, 1.6, -0.1], [-1.3, 0.5, -0.8], [-1.3, 0.1, -0.1], [0.3, -1.4, 1.7], [0.1, 0.4, -0.1], [-0.1, 0.0, 0.2], [-0.2, -0.1, -0.3], [0.3, -0.1, -0.1], [0.0, 0.2, 0.1], [-0.1, -0.2, 0.1], [-0.1, 0.1, 0.1], [0.2, 0.0, 0.0], [0.0, -0.2, 0.2], [0.2, 0.0, -0.1], [-0.1, -0.1, -0.1], [-0.1, 0.1, 0.2], [-0.1, -0.4, -0.2], [0.3, 0.0, 0.0], [-0.1, 0.2, -0.2], [-0.3, 0.0, 0.3], [0.1, -0.1, -0.3], [0.2, -0.1, 0.2], [-0.1, 0.1, 0.1], [-0.2, -0.1, 0.2], [0.0, 0.5, -0.3], [0.3, 0.0, 0.1], [-0.1, 0.5, -0.4], [-0.4, 0.2, -0.3], [0.4, -0.7, -0.6], [-0.8, -0.2, -0.5], [0.3, -0.3, -0.3], [0.5, 0.1, -0.1], [-0.2, 0.0, 0.4], [-0.1, 0.0, 0.4], [0.3, -0.3, -0.1], [0.0, -0.1, 0.3], [-0.3, 0.1, -0.1], [0.3, -0.2, 0.0], [-0.2, 0.2, -0.1], [-0.1, 0.4, -0.1], [-0.2, 0.4, 0.0], [0.0, -0.1, 0.3], [0.4, -0.2, 0.0], [0.4, -0.1, 0.0], [0.5, 1.7, 0.3], [0.0, -0.1, 0.0], [-0.3, -0.1, 0.0], [0.0, 0.3, -0.2], [0.2, -0.1, 0.1], [0.0, -0.1, -0.1], [-0.1, -0.1, -0.2], [-0.1, 0.1, 0.2], [0.0, 0.2, -0.2], [0.3, 0.1, -0.1], [0.0, 0.2, 0.3], [-0.2, -0.1, -0.1], [0.3, -0.1, 0.0], [0.6, -1.6, 0.1], [-0.1, -0.1, -0.3], [-0.1, 0.1, 0.1], [0.0, -0.3, 0.3], [0.3, 0.1, 0.0], [0.0, -0.1, -0.3], [0.1, -0.2, 0.3], [0.0, 0.1, 0.0], [-0.2, -0.2, -0.1], [0.0, 0.3, 0.1], [-0.1, 0.2, 0.0], [0.2, 0.0, -0.1], [-0.2, -0.2, -0.1], [-1.2, 0.5, -1.6], [0.8, -0.6, 2.3], [-0.3, 0.2, -2.3], [-1.0, 1.2, 2.6], [0.8, -0.9, -2.2]]
}